--- a ---
{
  "formula": "C4H8O",
  "method": "the ωB97M-V functional and the def2-TZVPD basis",
  "smiles": "C[C@@H]1O[C@@H]1C",
  "lumo_ev": 1.07,
  "charge": 0,
  "symbols": ["C", "C", "O", "C", "C", "H", "H", "H", "H", "H", "H", "H", "H"],
  "coordinates": [[1.61, 0.74, -0.09], [0.70, -0.33, 0.40], [0.07, -1.09, -0.59], [-0.75, -0.39, 0.37], [-1.63, 0.72, -0.11], [1.05, 1.57, -0.67], [2.40, 0.25, -0.63], [2.08, 1.27, 0.79], [1.26, -0.87, 1.16], [-1.25, -1.06, 1.11], [-2.84, 0.39, -0.06], [-1.34, 1.17, -1.18], [-1.48, 1.57, 0.76]]
}

--- b ---
{
  "formula": "C4H8O",
  "method": "the ωB97M-V functional and the def2-TZVPD basis",
  "smiles": "C=C(C)CO",
  "lumo_ev": 0.86,
  "charge": 0,
  "symbols": ["C", "C", "C", "C", "O", "H", "H", "H", "H", "H", "H", "H", "H"],
  "coordinates": [[-1.26, -1.03, -0.22], [-0.26, -0.13, -0.04], [-0.62, 1.29, 0.05], [1.06, -0.55, 0.42], [2.11, 0.07, -0.33], [-1.06, -2.06, -0.28], [-2.27, -0.79, -0.35], [-0.11, 1.77, 0.97], [-1.73, 1.54, -0.02], [-0.09, 1.75, -0.82], [1.25, -0.33, 1.52], [1.16, -1.61, 0.43], [1.80, 0.05, -1.32]]
}

Which structure is the most stable? The one labeled b.

--- a ---
{
  "formula": "C4H8O",
  "method": "the ωB97M-V functional and the def2-TZVPD basis",
  "smiles": "CC1COC1",
  "lumo_ev": 1.14,
  "charge": 0,
  "symbols": ["C", "C", "C", "O", "C", "H", "H", "H", "H", "H", "H", "H", "H"],
  "coordinates": [[-0.44, 1.17, -0.85], [0.06, 0.34, 0.32], [-0.70, -0.87, 0.87], [0.45, -1.72, 0.66], [1.12, -0.68, -0.07], [0.42, 1.70, -1.25], [-1.20, 1.90, -0.56], [-0.84, 0.53, -1.64], [0.41, 1.00, 1.12], [-1.57, -1.17, 0.27], [-0.98, -0.84, 1.93], [2.13, -0.45, 0.28], [1.16, -0.92, -1.14]]
}

--- b ---
{
  "formula": "C4H8O",
  "method": "the ωB97M-V functional and the def2-TZVPD basis",
  "smiles": "CC[C@@H]1CO1",
  "lumo_ev": 1.23,
  "charge": 0,
  "symbols": ["C", "C", "C", "C", "O", "H", "H", "H", "H", "H", "H", "H", "H"],
  "coordinates": [[-1.76, -0.42, -0.05], [-0.54, 0.50, -0.24], [0.67, -0.09, 0.44], [2.02, 0.22, -0.04], [1.35, -1.02, -0.36], [-1.90, -0.75, 1.00], [-1.66, -1.34, -0.64], [-2.75, 0.11, -0.29], [-0.25, 0.65, -1.32], [-0.82, 1.46, 0.24], [0.57, -0.38, 1.53], [2.91, 0.15, 0.60], [2.15, 0.91, -0.89]]
}

--- c ---
{
  "formula": "C4H8O",
  "method": "the ωB97M-V functional and the def2-TZVPD basis",
  "smiles": "CCCC=O",
  "lumo_ev": 0.90,
  "charge": 0,
  "symbols": ["C", "C", "C", "C", "O", "H", "H", "H", "H", "H", "H", "H", "H"],
  "coordinates": [[-1.78, 0.07, 0.29], [-0.49, -0.32, -0.44], [0.74, -0.02, 0.43], [2.07, 0.03, -0.25], [2.27, 1.09, -0.81], [-1.77, 1.14, 0.56], [-1.91, -0.50, 1.21], [-2.65, -0.11, -0.35], [-0.56, -1.37, -0.74], [-0.39, 0.27, -1.36], [0.88, 1.13, 0.29], [0.71, -0.68, 1.33], [2.87, -0.72, -0.16]]
}

--- d ---
{
  "formula": "C4H8O",
  "method": "the ωB97M-V functional and the def2-TZVPD basis",
  "lumo_ev": [0.68, 0.68],
  "charge": 0,
  "symbols": ["C", "C", "C", "C", "O", "H", "H", "H", "H", "H", "H", "H", "H"],
  "coordinates": [[-1.18, 0.71, 0.11], [-0.71, -0.96, 0.17], [0.36, -0.32, -0.53], [1.62, 0.14, 0.08], [2.25, -0.85, -0.58], [-2.22, 0.53, 0.29], [-0.72, 1.26, 0.94], [-1.14, 1.37, -0.79], [-1.35, -1.71, -0.35], [-0.61, -1.18, 1.24], [0.23, -0.23, -1.60], [1.89, 1.18, -0.17], [1.56, 0.05, 1.19]]
}

Which structure is the most stable? The one labeled a.

--- a ---
{
  "formula": "C4H8O",
  "method": "the ωB97M-V functional and the def2-TZVPD basis",
  "smiles": "CC(C)C=O",
  "lumo_ev": 1.02,
  "charge": 0,
  "symbols": ["C", "C", "C", "C", "O", "H", "H", "H", "H", "H", "H", "H", "H"],
  "coordinates": [[-0.10, -0.49, 1.29], [0.42, 0.09, -0.03], [-0.46, 1.24, -0.51], [0.48, -1.03, -1.05], [-0.40, -1.28, -1.84], [-0.08, 0.28, 2.07], [-1.13, -0.84, 1.17], [0.51, -1.34, 1.64], [1.45, 0.44, 0.13], [-0.01, 1.78, -1.35], [-0.63, 1.96, 0.31], [-1.43, 0.86, -0.84], [1.38, -1.67, -1.01]]
}

--- b ---
{
  "formula": "C4H8O",
  "method": "the ωB97M-V functional and the def2-TZVPD basis",
  "smiles": "C[C@H]1C[C@H]1O",
  "lumo_ev": 1.06,
  "charge": 0,
  "symbols": ["C", "C", "C", "C", "O", "H", "H", "H", "H", "H", "H", "H", "H"],
  "coordinates": [[0.52, -1.40, -0.49], [0.01, 0.00, -0.60], [-1.18, 0.50, 0.13], [0.44, 1.12, 0.25], [0.83, 1.13, 1.58], [1.51, -1.44, -0.93], [-0.15, -2.07, -1.03], [0.59, -1.72, 0.55], [-0.02, 0.38, -1.61], [-1.62, -0.26, 0.83], [-2.00, 1.03, -0.35], [1.07, 1.86, -0.31], [0.01, 0.87, 2.00]]
}

Which structure is the most stable? The one labeled a.

--- a ---
{
  "formula": "C4H8O",
  "method": "the ωB97M-V functional and the def2-TZVPD basis",
  "smiles": "CC(C)C=O",
  "lumo_ev": 1.05,
  "charge": 0,
  "symbols": ["C", "C", "C", "C", "O", "H", "H", "H", "H", "H", "H", "H", "H"],
  "coordinates": [[-1.44, 0.20, 0.27], [-0.08, 0.13, -0.46], [0.63, -1.16, -0.14], [1.08, 1.30, 0.07], [2.02, 0.72, 0.55], [-2.27, -0.49, -0.02], [-1.28, 0.04, 1.34], [-1.81, 1.21, 0.11], [-0.23, 0.11, -1.56], [1.56, -1.36, -0.68], [-0.20, -1.74, -0.57], [0.76, -1.38, 0.93], [1.27, 2.43, 0.15]]
}

--- b ---
{
  "formula": "C4H8O",
  "method": "the ωB97M-V functional and the def2-TZVPD basis",
  "smiles": "C=C(C)CO",
  "lumo_ev": 0.95,
  "charge": 0,
  "symbols": ["C", "C", "C", "C", "O", "H", "H", "H", "H", "H", "H", "H", "H"],
  "coordinates": [[-1.08, -1.15, -0.24], [-0.29, -0.16, 0.01], [-0.75, 1.25, -0.02], [1.09, -0.37, 0.53], [2.06, 0.10, -0.44], [-0.70, -2.13, -0.11], [-2.11, -1.08, -0.51], [-0.51, 1.84, 0.89], [-1.76, 1.37, -0.23], [-0.17, 1.79, -0.76], [1.26, 0.20, 1.47], [1.25, -1.49, 0.74], [1.70, -0.15, -1.32]]
}

Which structure is the most stable? The one labeled b.

--- a ---
{
  "formula": "C6H11N",
  "method": "the ωB97M-V functional and the def2-TZVPD basis",
  "smiles": "C=C/C(=C\\N)CC",
  "lumo_ev": 0.79,
  "charge": 0,
  "symbols": ["C", "C", "C", "C", "N", "C", "C", "H", "H", "H", "H", "H", "H", "H", "H", "H", "H", "H"],
  "coordinates": [[0.45, 0.58, -2.32], [-0.43, 0.53, -1.35], [-0.17, 0.39, 0.03], [0.93, 0.70, 0.71], [2.20, 0.81, 0.20], [-1.24, -0.43, 0.61], [-1.08, -1.61, 1.64], [1.38, 1.27, -2.36], [0.27, 0.03, -3.29], [-1.43, 0.74, -1.78], [0.84, 1.11, 1.74], [2.42, 0.19, -0.67], [2.55, 1.76, 0.12], [-1.92, -0.75, -0.31], [-1.87, 0.35, 1.04], [-0.22, -2.23, 1.54], [-0.79, -1.26, 2.70], [-1.90, -2.19, 1.77]]
}

--- b ---
{
  "formula": "C6H11N",
  "method": "the ωB97M-V functional and the def2-TZVPD basis",
  "smiles": "CC1=C(N)CCC1",
  "lumo_ev": 1.08,
  "charge": 0,
  "symbols": ["C", "C", "C", "N", "C", "C", "C", "H", "H", "H", "H", "H", "H", "H", "H", "H", "H", "H"],
  "coordinates": [[-0.64, 1.83, -0.85], [-0.08, 0.53, -0.36], [-0.76, -0.44, 0.32], [-2.14, -0.54, 0.34], [0.07, -1.43, 0.98], [1.70, -0.61, 0.58], [1.37, 0.22, -0.62], [-1.66, 1.99, -0.49], [-0.03, 2.67, -0.50], [-0.64, 1.87, -1.95], [-2.50, -1.42, 0.69], [-2.62, -0.22, -0.49], [-0.08, -2.45, 0.63], [0.18, -1.34, 2.05], [1.97, -0.01, 1.46], [2.36, -1.46, 0.43], [1.97, 1.14, -0.66], [1.50, -0.33, -1.55]]
}

--- c ---
{
  "formula": "C6H11N",
  "method": "the ωB97M-V functional and the def2-TZVPD basis",
  "smiles": "C/C=C\\C.C1=CN1",
  "lumo_ev": 1.09,
  "charge": 0,
  "symbols": ["C", "C", "C", "C", "H", "H", "H", "H", "H", "H", "H", "H", "C", "C", "N", "H", "H", "H"],
  "coordinates": [[1.74, 1.28, -0.17], [1.36, 0.31, 0.89], [1.24, -1.03, 0.60], [1.37, -1.50, -0.84], [1.64, 2.28, 0.20], [1.17, 1.16, -1.08], [2.80, 1.07, -0.48], [1.24, 0.79, 1.88], [1.02, -1.81, 1.34], [1.44, -2.56, -1.00], [2.37, -1.02, -1.35], [0.50, -1.14, -1.37], [-3.61, 0.58, -0.23], [-2.44, 0.95, 0.13], [-2.70, -0.56, 0.16], [-4.63, 0.73, -0.34], [-1.64, 1.45, 0.60], [-2.90, -0.99, 1.07]]
}

--- d ---
{
  "formula": "C6H11N",
  "method": "the ωB97M-V functional and the def2-TZVPD basis",
  "lumo_ev": -1.18,
  "charge": 0,
  "symbols": ["C", "N", "C", "C", "C", "C", "C", "H", "H", "H", "H", "H", "H", "H", "H", "H", "H", "H"],
  "coordinates": [[0.42, -0.92, 1.75], [-1.63, 0.67, 0.67], [-0.38, 0.43, -0.05], [0.89, 0.32, 0.80], [2.05, -0.06, 0.04], [-1.37, 0.12, -2.33], [-0.35, 0.22, -1.40], [1.30, -1.22, 2.30], [0.15, -1.71, 1.04], [-0.39, -0.58, 2.37], [-2.33, 0.28, 0.07], [-1.73, 1.68, 0.66], [2.84, 0.68, 0.02], [2.31, -1.10, -0.09], [0.79, 1.20, 1.42], [-1.01, 0.36, -3.32], [-2.25, -0.49, -2.21], [0.70, 0.13, -1.74]]
}

Which structure is the most stable? The one labeled b.

--- a ---
{
  "formula": "C6H11N",
  "method": "the ωB97M-V functional and the def2-TZVPD basis",
  "lumo_ev": 1.03,
  "charge": 0,
  "symbols": ["C", "C", "C", "C", "C", "C", "N", "H", "H", "H", "H", "H", "H", "H", "H", "H", "H", "H"],
  "coordinates": [[-2.06, 1.36, 0.28], [0.32, -0.82, -0.86], [0.66, 0.29, -0.20], [-0.12, -2.08, -0.12], [0.78, 0.45, 1.31], [1.12, 1.58, -0.83], [-2.75, 0.44, 0.03], [0.49, -0.75, -1.98], [0.70, -2.70, 0.46], [-0.80, -2.63, -0.80], [-0.72, -1.78, 0.66], [1.57, 1.04, 1.62], [0.94, -0.58, 1.73], [-0.07, 0.85, 1.63], [1.16, 1.38, -1.97], [1.97, 1.82, -0.34], [0.25, 2.37, -0.57], [-3.44, -0.24, -0.04]]
}

--- b ---
{
  "formula": "C6H11N",
  "method": "the ωB97M-V functional and the def2-TZVPD basis",
  "lumo_ev": [0.57, 0.57],
  "charge": 0,
  "symbols": ["C", "C", "C", "C", "C", "C", "N", "H", "H", "H", "H", "H", "H", "H", "H", "H", "H", "H"],
  "coordinates": [[0.07, 0.12, -2.30], [-0.90, 1.49, 0.11], [1.46, -0.56, 1.61], [-0.73, 0.00, -0.04], [-1.13, -0.85, 1.11], [0.17, -1.20, 1.25], [-0.28, -0.66, -1.12], [-1.95, -1.55, 1.01], [0.26, -2.22, 0.61], [1.08, 0.54, -2.23], [-0.05, -0.49, -3.20], [-0.57, 0.99, -2.46], [-1.17, 1.74, 1.14], [0.03, 2.02, -0.13], [-1.73, 1.84, -0.51], [1.34, 0.51, 1.84], [1.89, -1.06, 2.49], [2.19, -0.68, 0.81]]
}

--- c ---
{
  "formula": "C6H11N",
  "method": "the ωB97M-V functional and the def2-TZVPD basis",
  "smiles": "CCC[C@@H](C)C#N",
  "lumo_ev": 0.93,
  "charge": 0,
  "symbols": ["C", "C", "C", "C", "C", "C", "N", "H", "H", "H", "H", "H", "H", "H", "H", "H", "H", "H"],
  "coordinates": [[-2.44, -0.38, -0.85], [-1.36, 0.47, -0.18], [0.08, 0.08, -0.56], [1.00, -0.21, 0.64], [2.47, -0.34, 0.23], [0.86, 0.83, 1.67], [0.73, 1.65, 2.48], [-3.44, -0.06, -0.52], [-2.40, -0.29, -1.94], [-2.32, -1.43, -0.59], [-1.52, 1.53, -0.42], [-1.48, 0.40, 0.91], [0.07, -0.83, -1.18], [0.54, 0.86, -1.17], [0.67, -1.15, 1.11], [2.58, -1.12, -0.54], [2.84, 0.60, -0.18], [3.10, -0.61, 1.08]]
}

--- d ---
{
  "formula": "C6H11N",
  "method": "the ωB97M-V functional and the def2-TZVPD basis",
  "smiles": "C=CCN/C=C/C",
  "lumo_ev": 1.15,
  "charge": 0,
  "symbols": ["C", "C", "C", "N", "C", "C", "C", "H", "H", "H", "H", "H", "H", "H", "H", "H", "H", "H"],
  "coordinates": [[-0.48, -0.22, -2.96], [-1.23, 0.11, -1.93], [-0.80, 1.28, -1.06], [0.35, 0.95, -0.23], [0.19, 0.09, 0.82], [1.14, -0.39, 1.63], [0.78, -1.19, 2.85], [0.39, 0.37, -3.21], [-0.59, -1.09, -3.60], [-2.02, -0.53, -1.58], [-0.57, 2.16, -1.67], [-1.62, 1.59, -0.41], [1.18, 1.48, -0.44], [-0.83, -0.28, 0.85], [2.19, -0.24, 1.43], [1.22, -0.72, 3.73], [-0.30, -1.12, 3.03], [1.00, -2.25, 2.76]]
}

Which structure is the most stable? The one labeled c.